Record 1
This record from OMol25 describes a molecular structure, C29H45BaNO6S2Si3Te at a distorted geometry. The level of theory is ωB97M-V with the def2-TZVPD basis set.

Each line ends with the Löwdin charge.
Geometry (Å):
Ba -0.5228 -0.1544 1.6589  1.95
O -1.7340 3.0770 1.4141  -0.32
S -1.5027 2.2059 2.5658  0.38
O -1.9269 2.8015 3.8118  -0.27
O -0.1393 1.6961 2.4866  -0.91
C -2.6937 0.8982 2.2728  -0.44
C -3.8183 1.3182 1.5746  -0.04
C -4.9734 0.5558 1.5579  -0.03
C -5.0003 -0.6691 2.2069  -0.04
C -3.8601 -1.1082 2.8525  -0.03
C -2.7279 -0.3137 2.8974  -0.42
S -1.4965 -0.7705 4.0626  0.33
O -1.1108 0.4906 4.6727  -0.46
O -2.1580 -1.6652 4.9949  -0.28
O -0.4652 -1.4655 3.2868  -0.78
H -3.7764 2.2895 1.1016  0.12
H -5.8631 0.9261 1.0635  0.11
H -5.8968 -1.2712 2.2185  0.11
H -3.8374 -2.0440 3.3884  0.12
C 4.0801 -1.5475 0.4278  -0.19
Si 3.8764 0.1717 -0.3984  0.39
C 5.5437 0.4734 -1.3805  -0.20
C 4.0441 1.4391 1.0171  -0.19
C 2.3375 0.2722 -1.4597  -0.46
Si 1.9699 -1.2001 -2.5604  0.41
C 0.5235 -0.8907 -3.7818  -0.19
C 3.4399 -1.6855 -3.7615  -0.20
C 1.5617 -2.8252 -1.6238  -0.19
Si 1.8374 1.9683 -2.0404  0.48
C 2.0547 3.4635 -0.8634  -0.17
C 2.8502 2.5061 -3.6377  -0.19
C 0.0068 2.2658 -2.5420  -0.31
C -0.3846 3.2506 -3.4526  -0.08
C -1.7252 3.5012 -3.6740  -0.10
C -2.6552 2.7535 -2.9675  -0.08
C -2.1839 1.7896 -2.0844  -0.15
N -0.8995 1.5516 -1.8846  0.07
H 4.9473 -1.5958 1.0805  0.01
H 4.1752 -2.3404 -0.3040  0.00
H 3.1771 -1.7345 1.0169  0.02
H 6.4398 0.3237 -0.7828  0.00
H 5.5726 1.4917 -1.7567  0.00
H 5.6043 -0.1857 -2.2382  -0.01
H 4.7692 1.1224 1.7602  0.01
H 3.0738 1.5214 1.4970  0.00
H 4.3450 2.4220 0.6752  0.01
H 0.7661 -0.1320 -4.5176  0.01
H -0.3139 -0.5384 -3.1913  -0.01
H 0.2188 -1.7869 -4.3135  0.02
H 3.7416 -0.8271 -4.3515  0.00
H 3.1886 -2.4852 -4.4534  0.00
H 4.3054 -2.0063 -3.1922  -0.01
H 1.1359 -2.5191 -0.6577  0.00
H 2.4302 -3.4545 -1.4582  0.00
H 0.8237 -3.4192 -2.1524  0.01
H 3.0891 3.6476 -0.6005  0.00
H 1.5051 3.2427 0.0445  0.02
H 1.6502 4.3812 -1.2828  0.02
H 3.8837 2.2007 -3.5145  0.00
H 2.8535 3.5728 -3.8506  0.00
H 2.4774 1.9956 -4.5195  0.00
H 0.3696 3.8115 -3.9839  0.09
H -2.0500 4.2645 -4.3744  0.09
H -3.7158 2.9143 -3.0976  0.09
H -2.8627 1.1632 -1.5145  0.09
C 3.5255 0.3136 4.6670  -0.43
Te 1.3718 0.4123 4.1731  1.43
C 1.1447 -1.0112 5.7604  -0.38
H 3.9283 -0.6923 4.5820  -0.01
H 3.6986 0.6604 5.6868  -0.02
H 4.0860 0.9616 4.0036  -0.04
H 1.5905 -0.5985 6.6647  0.00
H 1.6196 -1.9626 5.5364  0.01
H 0.0900 -1.1768 5.9426  -0.03
C -1.9470 -2.1081 -0.7635  -0.13
C -3.3267 -2.3273 -0.5079  -0.38
C -4.3391 -1.6547 -1.2349  -0.10
C -5.6736 -1.9368 -1.0703  -0.15
C -6.0949 -2.9054 -0.1662  -0.19
C -5.1258 -3.5805 0.5702  -0.16
C -3.7881 -3.3117 0.4005  -0.11
H -1.7386 -1.6219 -1.7079  0.00
H -1.3211 -2.9681 -0.5680  0.00
H -4.0298 -0.8900 -1.9347  0.09
H -6.4087 -1.3999 -1.6622  0.08
H -7.1475 -3.1328 -0.0429  0.07
H -5.4345 -4.3297 1.2921  0.09
H -3.0518 -3.8423 0.9915  0.10

Cartesian forces, eV/Å:
Ba 4.031 -4.777 -13.665
O 0.234 -0.615 0.329
S -2.766 6.191 -0.202
O 0.494 -0.489 -0.290
O 1.061 5.198 1.999
C -2.076 1.361 0.244
C 0.050 0.406 -0.183
C -0.053 -0.286 0.138
C -0.013 0.217 -0.141
C -0.020 -0.220 0.141
C -1.929 -0.658 1.267
S -3.352 -2.075 4.688
O 0.025 -0.812 -0.655
O 0.282 0.110 -0.475
O 0.058 -3.858 4.032
H -0.014 -0.074 -0.056
H 0.092 -0.021 -0.079
H 0.035 -0.067 -0.120
H -0.080 -0.059 -0.021
C -0.360 0.605 -0.162
Si 0.073 0.022 -0.940
C -0.704 -0.222 0.374
C -0.340 -0.374 -0.312
C 0.215 0.325 0.119
Si 0.430 0.417 -0.325
C 0.407 0.000 0.695
C -0.558 0.229 0.627
C -0.034 0.809 0.130
Si 1.062 -0.372 -0.576
C 0.018 -0.677 -0.101
C -0.492 -0.166 0.639
C 0.602 -0.047 -0.123
C 0.097 0.027 -0.103
C -0.086 -0.075 0.096
C 0.001 -0.076 0.061
C -0.411 0.067 -0.129
N -0.172 -0.341 0.601
H 0.158 0.106 0.174
H -0.048 -0.207 -0.239
H 0.082 -0.130 0.063
H 0.150 -0.065 0.272
H -0.070 0.286 -0.085
H -0.007 -0.212 -0.277
H 0.160 -0.223 0.113
H -0.197 0.195 0.283
H -0.018 0.213 -0.153
H 0.110 0.277 -0.159
H -0.318 0.080 0.006
H 0.040 -0.283 -0.033
H 0.055 0.316 -0.124
H -0.218 -0.237 -0.088
H 0.289 -0.098 0.192
H 0.060 -0.307 -0.150
H 0.241 -0.023 0.128
H -0.240 -0.044 -0.129
H 0.274 0.003 0.068
H -0.127 0.078 0.365
H -0.147 0.035 -0.234
H 0.254 -0.117 0.128
H -0.120 0.285 0.027
H -0.146 -0.204 -0.255
H 0.125 0.075 -0.054
H 0.052 -0.029 0.012
H -0.090 -0.037 0.027
H -0.135 0.032 -0.004
C -0.173 0.007 -0.161
Te 4.353 0.508 2.673
C 0.006 -0.005 0.129
H -0.065 -0.169 -0.111
H -0.240 0.028 0.028
H 0.026 0.117 -0.203
H 0.040 0.087 -0.053
H 0.075 -0.026 -0.189
H 0.038 -0.070 0.140
C -0.602 0.108 0.396
C 0.880 -0.263 -0.591
C -0.215 0.389 0.040
C -0.027 0.165 -0.075
C -0.537 -0.144 0.133
C 0.001 -0.091 0.042
C -0.097 -0.062 0.390
H 0.204 0.215 -0.040
H 0.293 -0.059 0.189
H 0.003 0.044 -0.182
H -0.018 0.027 -0.025
H -0.010 -0.003 0.008
H 0.020 -0.080 0.021
H 0.068 -0.111 0.041

Summary:
HOMO level ... -0.032 Ha
Energy relative to the best compared isomer or geometry (same formula, charge and spin) ... 8.939 eV
E_LUMO ... 3.9 eV
Net charge ... -2
Spin multiplicity ... 1
Largest force on an atom ... 15.03 eV/A



Record 2
This record from OMol25 describes a molecular structure, C5H13N at a distorted geometry. The level of theory is ωB97M-V with the def2-TZVPD basis set.

Each line ends with the natural charge from an NBO analysis.
Geometry (Å):
C -2.8025 -0.2487 -0.0870  -0.40
N -1.7039 0.5952 0.3299  -0.98
C 1.0008 0.6617 0.7680  -0.49
C 1.6888 -0.4799 0.4294  0.14
C 1.1963 1.0502 -0.6196  -0.63
C 1.0749 -1.6187 -0.4313  -0.68
H -2.6393 -0.5756 -1.1487  0.15
H -2.8327 -1.2203 0.5113  0.17
H -3.7866 0.2176 0.1330  0.18
H -1.7597 1.2862 -0.3901  0.32
H 1.4261 1.4327 1.4246  0.23
H -0.4029 0.5527 0.7459  0.39
H 2.6458 -0.6893 0.9421  0.19
H 2.1345 1.6332 -0.7168  0.21
H 0.9848 0.4290 -1.4686  0.25
H 0.4857 1.8958 -0.7601  0.24
H 1.6716 -1.7177 -1.3490  0.23
H 0.9519 -2.4349 0.2556  0.25
H 0.0981 -1.1629 -0.8455  0.25

Cartesian forces, eV/Å:
C 0.679 -2.411 0.944
N 1.231 0.878 0.732
C 0.655 -1.732 1.603
C -0.050 -2.017 2.670
C -0.736 5.612 -3.709
C -0.677 3.704 -0.789
H -0.882 0.228 0.533
H 0.092 1.020 -0.616
H 0.405 -0.118 -0.611
H 0.651 0.994 -0.084
H 0.009 -0.816 0.233
H -2.467 -0.733 -1.010
H -0.207 -0.302 -0.337
H -0.003 -0.912 -0.471
H 0.234 -0.260 -0.101
H -0.162 -0.207 -0.412
H 0.182 -0.897 0.578
H 0.020 -0.773 -0.280
H 1.026 -1.256 1.128

Summary:
HOMO level ... -0.251 Ha
Energy relative to the best compared isomer or geometry (same formula, charge and spin) ... 6.820 eV
E_LUMO ... -0.2 eV
Spin multiplicity ... 1
Largest force on an atom ... 6.77 eV/A



Record 3
This record from OMol25 describes a single C2H5NO2 molecule at a distorted geometry. The level of theory is ωB97M-V with the def2-TZVPD basis set.

Each line ends with the natural charge from an NBO analysis.
Geometry (Å):
C 1.6829 -0.3837 -0.0453  -0.26
O 0.9062 0.8046 -0.0066  -0.51
C -0.4811 0.8092 0.0761  0.34
N -1.2112 -0.2261 0.0793  -0.23
O -2.5766 0.0508 -0.1101  -0.57
H 2.0475 -0.5830 1.0484  0.19
H 1.1194 -1.2506 -0.4246  0.20
H 2.5499 -0.2451 -0.7369  0.20
H -0.9997 1.7904 -0.1177  0.17
H -3.0373 -0.7665 0.2374  0.48

Cartesian forces, eV/Å:
C 0.512 -0.961 1.464
O -1.809 0.813 0.041
C -0.084 0.333 -1.476
N 0.800 -0.816 0.322
O -0.391 -0.802 0.783
H -0.504 0.101 -2.095
H 0.003 0.351 0.330
H -0.701 0.287 0.750
H 1.191 -0.646 0.496
H 0.983 1.341 -0.615

Summary:
HOMO level ... -0.344 Ha
Energy relative to the best compared isomer or geometry (same formula, charge and spin) ... 3.306 eV
E_LUMO ... 1.0 eV
SMILES string ... CO/C=N/O
Spin multiplicity ... 1
Largest force on an atom ... 2.16 eV/A